Computed, not measured: a single C2H3OP molecule, with ωB97M-V/def2-TZVPD.

Results
ΔE to the lowest compared entry with this formula, charge and spin in kJ/mol: 110.8
F_max in eV Å⁻¹: 6.78
Charge: 0
Structure (SMILES): OP1=CC=1

Geometry as XYZ:
```
7
Properties=species:S:1:pos:R:3:forces:R:3:mulliken_charge:R:1
C -0.116364 -0.920182 -0.887484 0.1 1.0 2.4 -0.344
C 0.940518 -0.294878 -0.441834 0.0 0.1 -0.2 -0.190
O -0.968994 1.060140 1.051717 -0.2 -5.0 -4.6 -0.580
P -0.117413 -0.590573 0.954786 -1.2 2.0 -0.8 0.135
H -0.759342 -1.113708 -1.702520 -0.2 -0.3 -0.7 0.358
H 1.776408 0.310420 -0.737085 0.3 -0.2 -0.2 0.348
H -0.754812 1.548781 1.762419 1.3 2.4 4.1 0.274
```
Positions in Å, forces in eV/Å.